ORCA calculation (the ωB97M-V functional and the def2-TZVPD basis) on C29H56Br6HgN3O3 as an isolated structure.

As for the HOMO energy: -3.4 eV. The gap between HOMO and LUMO is 0.187 Ha. The LUMO energy comes out at 0.0609 Ha. For the relative energy (zero: lowest compared OMol25 entry of this formula, charge and spin), the calculation gives 0.00 kJ/mol. As for the total charge: -1.

Geometry as XYZ:
```
98
C29H56Br6HgN3O3 the ωB97M-V functional and the def2-TZVPD basis
Hg 1.00 0.13 0.01
C 1.42 -0.25 -3.12
C 0.25 0.70 -3.35
C -0.94 -0.23 -3.71
C -2.28 0.43 -3.59
C -2.54 1.10 -2.24
C -1.37 2.04 -1.87
N -0.13 1.40 -2.17
O 0.96 1.92 -1.40
C -1.53 2.31 -0.39
C -1.61 3.35 -2.67
C 0.55 1.54 -4.61
H 1.25 -0.92 -2.28
H 2.38 0.24 -2.97
H 1.54 -0.85 -4.03
H -0.86 -1.15 -3.14
H -0.85 -0.52 -4.77
H -3.09 -0.25 -3.89
H -2.42 1.26 -4.31
H -2.67 0.33 -1.48
H -3.51 1.60 -2.26
H -2.35 3.04 -0.27
H -0.67 2.79 0.06
H -1.81 1.45 0.23
H -0.81 4.07 -2.50
H -2.61 3.75 -2.49
H -1.53 3.10 -3.73
H 0.83 0.91 -5.45
H 1.36 2.25 -4.38
H -0.26 2.24 -4.84
C 0.02 -4.33 -1.25
C -1.06 -3.72 -0.33
C -1.87 -4.93 0.15
C -2.72 -4.63 1.38
C -1.85 -4.10 2.50
C -1.00 -2.89 2.08
N -0.39 -3.11 0.79
O 0.43 -2.07 0.43
C 0.07 -2.74 3.15
C -1.90 -1.65 2.07
C -1.98 -2.80 -1.12
H 0.44 -3.67 -2.00
H -0.31 -5.27 -1.69
H 0.86 -4.57 -0.58
H -1.20 -5.77 0.38
H -2.53 -5.30 -0.64
H -3.30 -5.49 1.71
H -3.47 -3.88 1.07
H -1.26 -4.88 2.97
H -2.57 -3.73 3.25
H -0.39 -2.31 4.05
H 0.83 -2.00 2.88
H 0.54 -3.68 3.46
H -2.15 -1.40 3.11
H -2.88 -1.81 1.60
H -1.38 -0.76 1.72
H -3.04 -2.98 -0.88
H -1.86 -2.79 -2.20
H -1.76 -1.77 -0.86
C 4.41 0.88 0.17
C 4.00 1.28 1.60
C 3.84 2.81 1.53
C 3.26 3.35 2.80
C 1.90 2.75 3.15
C 1.90 1.24 3.04
N 2.69 0.76 1.89
O 2.55 -0.64 1.69
C 0.47 0.78 2.96
C 2.53 0.70 4.36
C 5.11 0.92 2.61
H 3.59 1.03 -0.52
H 4.74 -0.16 0.24
H 5.30 1.45 -0.12
H 3.09 2.99 0.74
H 4.75 3.31 1.20
H 2.98 4.41 2.67
H 3.93 3.32 3.65
H 1.10 3.24 2.58
H 1.70 3.12 4.17
H 0.01 1.22 2.06
H -0.06 1.03 3.87
H 0.46 -0.29 2.81
H 3.17 1.43 4.83
H 3.10 -0.22 4.24
H 1.73 0.37 5.04
H 6.05 0.76 2.07
H 4.84 -0.05 3.05
H 5.26 1.63 3.42
C -0.52 6.40 -0.37
Br -1.78 6.72 1.03
Br 1.01 5.43 0.27
Br 0.03 8.04 -1.23
H -0.98 5.79 -1.14
C -5.20 -2.79 -3.13
Br -6.46 -2.00 -4.34
Br -3.89 -3.83 -4.12
Br -6.03 -3.86 -1.77
H -4.63 -2.02 -2.63
```

ORCA calculation (the ωB97M-V functional and the def2-TZVPD basis) on a 12-piece molecular cluster, C29H56F6N6O11S2 overall.

As for the HOMO energy: -9.1 eV. The gap between HOMO and LUMO is 0.298 Ha. The LUMO energy comes out at -0.0348 Ha. For the relative energy (zero: lowest compared OMol25 entry of this formula, charge and spin), the calculation gives 0.00 kJ/mol.

Geometry as XYZ:
```
110
C29H56F6N6O11S2 the ωB97M-V functional and the def2-TZVPD basis
N -1.87 3.27 -0.10
H -2.86 3.06 0.15
H -1.68 3.66 -1.02
H -1.34 2.33 -0.16
H -1.63 3.89 0.66
C -3.11 -0.79 -0.93
F -2.80 -1.17 0.30
F -3.48 -1.89 -1.55
F -4.15 0.03 -0.94
S -1.59 -0.05 -1.80
O -1.01 -1.17 -2.49
O -2.15 0.91 -2.72
N -0.79 0.86 -0.61
S 0.42 -0.01 -0.16
O 0.02 -1.35 0.27
O 1.67 0.02 -0.86
C 0.87 0.71 1.56
F 1.63 -0.10 2.28
F 1.55 1.84 1.41
F -0.30 0.83 2.20
C 4.87 2.74 5.93
O 4.64 3.92 6.08
N 4.18 1.93 5.09
C 4.50 0.51 5.00
C 3.12 2.44 4.25
H 5.65 2.20 6.47
H 3.54 -0.01 5.08
H 5.16 0.13 5.78
H 4.89 0.28 4.01
H 2.14 2.34 4.74
H 3.23 3.51 4.10
H 3.07 1.93 3.29
C -1.39 -4.95 -1.87
C -0.35 -5.41 -0.89
O -0.62 -5.82 0.21
C 1.08 -5.30 -1.34
H -1.45 -3.88 -1.62
H -2.33 -5.48 -1.76
H -1.05 -5.08 -2.89
H 1.23 -5.99 -2.17
H 1.83 -5.55 -0.59
H 1.25 -4.28 -1.70
C -6.05 1.59 1.82
C -5.29 2.91 1.72
O -4.14 2.94 1.32
C -6.05 4.14 2.16
H -6.03 1.09 2.79
H -5.67 0.92 1.05
H -7.08 1.86 1.55
H -5.51 4.63 2.97
H -7.06 3.93 2.50
H -6.13 4.74 1.26
C -5.25 0.26 -3.67
C -6.32 0.38 -4.76
O -6.04 0.31 -5.93
C -7.74 0.69 -4.31
H -5.04 -0.76 -3.37
H -5.48 0.93 -2.85
H -4.34 0.65 -4.12
H -8.35 -0.14 -4.66
H -8.05 1.59 -4.83
H -7.81 0.73 -3.23
C 1.88 4.09 -5.25
C 1.50 2.63 -5.41
O 1.52 2.13 -6.50
C 1.34 1.80 -4.14
H 2.94 4.09 -4.98
H 1.26 4.62 -4.53
H 1.93 4.56 -6.23
H 2.14 1.93 -3.41
H 1.39 0.74 -4.40
H 0.32 1.99 -3.80
C 5.44 -4.73 3.36
C 4.13 -4.00 3.54
O 3.57 -3.98 4.61
C 3.74 -3.10 2.41
H 6.15 -3.92 3.16
H 5.43 -5.42 2.52
H 5.69 -5.25 4.27
H 3.10 -2.25 2.63
H 3.28 -3.64 1.58
H 4.68 -2.64 2.09
C 4.66 1.94 -2.35
C 5.73 0.93 -2.66
O 5.77 -0.12 -2.08
C 6.79 1.36 -3.66
H 5.00 2.80 -1.76
H 3.85 1.44 -1.82
H 4.30 2.47 -3.24
H 7.72 1.60 -3.15
H 6.49 2.22 -4.27
H 6.96 0.52 -4.34
C -4.96 -2.37 1.74
C -6.17 -3.20 1.72
N -7.11 -3.86 1.73
H -5.27 -1.49 1.18
H -4.10 -2.84 1.27
H -4.82 -2.17 2.80
C 3.99 -2.51 -1.32
C 3.60 -2.36 -2.71
N 3.20 -2.21 -3.77
H 4.11 -1.52 -0.88
H 4.67 -3.28 -0.96
H 3.03 -2.83 -0.90
C -2.10 1.10 4.70
C -0.92 1.49 5.50
N 0.00 1.82 6.11
H -2.11 1.62 3.74
H -3.00 1.31 5.26
H -1.89 0.05 4.49
```

ORCA calculation (the ωB97M-V functional and the def2-TZVPD basis) on a 3-piece molecular cluster, C29H56N4O8 overall.

As for the HOMO energy (alpha / beta): -9.0 / -9.1 eV. The gap between HOMO and LUMO (alpha / beta) is 0.345 / 0.330 Ha. The LUMO energy (alpha / beta) comes out at 0.0146 / -0.0051 Ha. The multiplicity is 3.

Geometry as XYZ:
```
97
C29H56N4O8 the ωB97M-V functional and the def2-TZVPD basis
C -2.45 4.94 3.45
O -2.14 4.21 2.25
C -2.63 2.82 2.34
C -1.29 1.94 2.63
C -0.72 1.53 1.19
N 0.74 1.21 1.14
C 1.31 0.81 2.45
C 2.82 0.24 2.29
O 3.31 -0.22 3.58
C 1.52 2.25 0.46
O 1.60 3.39 0.97
O 2.16 1.96 -0.78
N 3.45 1.52 -0.61
C 4.36 2.68 -0.91
C 4.59 3.90 0.09
O 4.99 2.71 -2.00
C 3.76 0.55 -1.72
C 5.02 -0.42 -1.72
O 3.02 0.51 -2.72
H -3.53 4.75 3.77
H -2.35 6.07 3.22
H -1.73 4.73 4.32
H -3.43 2.69 3.14
H -3.00 2.53 1.29
H -0.61 2.62 3.24
H -1.66 1.02 3.20
H -0.91 2.44 0.50
H -1.34 0.67 0.75
H 1.43 1.77 3.09
H 0.72 0.00 2.98
H 3.49 1.12 1.97
H 2.85 -0.63 1.55
H 2.57 -0.24 4.23
H 3.72 4.63 -0.09
H 4.50 3.59 1.19
H 5.58 4.44 -0.11
H 5.37 -0.55 -2.80
H 5.92 -0.01 -1.12
H 4.76 -1.46 -1.34
C 3.99 -6.05 1.68
C 3.84 -5.49 0.24
C 3.01 -6.47 -0.62
C 3.78 -7.70 -1.08
C 5.10 -7.31 -1.73
C 5.96 -6.40 -0.84
N 5.20 -5.22 -0.33
O 5.05 -4.35 -1.35
C 6.53 -7.23 0.34
C 7.22 -5.98 -1.63
C 3.00 -4.20 0.42
H 4.90 -5.68 2.16
H 3.16 -5.75 2.32
H 4.01 -7.14 1.71
H 2.65 -5.95 -1.52
H 2.12 -6.79 -0.07
H 3.95 -8.38 -0.24
H 3.17 -8.27 -1.80
H 5.65 -8.22 -1.99
H 4.88 -6.81 -2.68
H 7.08 -6.59 1.04
H 7.23 -7.99 -0.02
H 5.77 -7.77 0.90
H 6.98 -5.48 -2.57
H 7.82 -6.86 -1.90
H 7.86 -5.32 -1.04
H 3.54 -3.46 1.02
H 2.06 -4.42 0.94
H 2.72 -3.75 -0.53
C -7.18 4.95 0.34
C -5.98 4.36 -0.45
C -5.83 5.08 -1.81
C -6.86 4.65 -2.85
C -6.90 3.13 -2.98
C -7.13 2.42 -1.63
N -6.17 2.88 -0.58
O -4.96 2.33 -0.85
C -8.59 2.65 -1.18
C -7.05 0.89 -1.86
C -4.75 4.72 0.42
H -7.60 4.23 1.04
H -6.88 5.82 0.94
H -7.98 5.32 -0.31
H -4.83 4.88 -2.21
H -5.89 6.16 -1.66
H -7.85 5.04 -2.60
H -6.59 5.09 -3.82
H -7.69 2.86 -3.69
H -5.96 2.79 -3.43
H -8.76 2.22 -0.18
H -9.29 2.16 -1.86
H -8.88 3.69 -1.15
H -6.11 0.58 -2.30
H -7.84 0.56 -2.55
H -7.19 0.35 -0.92
H -4.78 4.23 1.39
H -4.70 5.80 0.59
H -3.80 4.46 -0.07
```